15
Properties=species:S:1:pos:R:3:forces:R:3:mulliken_charge:R:1 method="wB97M-V/def2-TZVPD" homo_lumo_gap_ev=10.90 molar_mass_da=92.1 e_tot_ha=-332.71174 relative_energy_kj_mol=493.1
C 1.72236 -1.20447 0.00929 2.54 -1.66 0.47 -0.707
C 0.97067 -0.11324 -0.61769 -1.78 6.19 1.62 -0.079
C -1.31924 -0.19907 0.09449 -0.33 -2.11 -0.89 -0.599
C -1.39241 1.28735 0.46282 2.14 -0.74 -3.66 -0.153
H 2.55796 -1.72413 -0.99716 -2.94 0.89 3.53 0.225
H 0.69508 -1.81223 0.42684 3.86 0.53 -0.87 0.212
H 2.59902 -0.77703 0.97800 -3.08 -1.52 -3.13 0.222
H 1.51215 0.67018 -1.32231 -1.16 -2.29 0.67 0.362
H 0.65399 0.76194 0.27276 2.00 -2.80 -2.17 -0.065
H -2.41477 -0.65021 -0.26908 3.02 1.46 1.10 0.243
H -0.91585 -0.79179 0.93204 -0.57 0.05 0.03 0.385
H -0.38764 1.84486 0.59306 -1.82 -0.98 0.15 0.268
H -2.02497 1.47220 1.26228 -1.52 0.51 1.36 0.340
O -0.37974 -0.49202 -1.04219 0.23 0.99 1.25 -0.367
F -1.87660 1.72766 -0.78314 -0.59 1.50 0.53 -0.287